A 2-piece molecular cluster, C14H19O overall in a non-equilibrium geometry. Source: OMol25; level of theory: wB97M-V/def2-TZVPD.

Values from the calculation:
- ΔE to the lowest compared entry with this formula, charge and spin: 30.4 kcal per mole
- Highest occupied orbital energy: -12.0613 eV
- Lowest unoccupied orbital energy: -5.09 eV
- Calculated total energy: -16863.9325 eV
- Net charge: +1
- HOMO-LUMO gap: 6.97 eV

Element x y z (Å)
C (-0.95700, 1.26204, 1.88878)
O (0.34223, 1.30754, 1.22605)
C (0.48068, 1.42848, -0.08663)
C (1.75337, 1.98887, -0.50833)
C (1.82424, 2.76065, -1.70662)
C (3.05588, 3.11527, -2.25068)
C (4.24256, 2.90016, -1.53231)
C (4.15004, 2.40402, -0.21779)
C (2.92958, 2.03163, 0.32262)
H (-0.72974, 0.98040, 2.93220)
H (-1.46875, 2.24641, 1.90015)
H (-1.59088, 0.48898, 1.40243)
H (-0.42105, 1.76591, -0.63459)
H (0.89580, 2.98198, -2.22660)
H (3.11024, 3.50678, -3.27188)
H (5.21813, 3.11796, -1.98818)
H (5.07222, 2.26911, 0.34630)
H (2.84687, 1.72015, 1.36502)
C (-2.34671, -4.22697, 1.37399)
C (-2.33423, -2.97673, 0.53951)
C (-3.63814, -2.25703, 0.40049)
C (-1.19632, -2.46150, 0.00946)
C (-1.09539, -1.21073, -0.71090)
C (0.07695, -0.52548, -0.95199)
H (-3.32742, -4.36990, 1.83938)
H (-2.13363, -5.13336, 0.79265)
H (-1.61230, -4.18577, 2.18981)
H (-4.40904, -2.72181, 1.02021)
H (-3.55260, -1.21929, 0.71890)
H (-4.00381, -2.26069, -0.62513)
H (-0.28652, -3.05076, 0.10147)
H (-2.04051, -0.87359, -1.19605)
H (0.15759, 0.26884, -1.69584)
H (0.98764, -1.07158, -0.76590)

Cartesian forces, eV/Å:
-0.0378 -0.3596 -0.0893
-0.0739 -0.1251 -0.3413
-1.5294 2.0847 2.0066
1.5473 1.3686 -0.1724
-0.1106 -1.5365 0.2042
0.3836 0.1670 -0.0235
-0.6682 -0.3051 0.0835
0.2238 0.2386 -0.3717
-0.9193 -0.9813 -0.5237
-0.1237 0.0552 -0.6657
0.5211 -0.4995 -0.3499
0.3652 0.4270 0.2499
0.5724 -0.1896 0.3607
0.1753 -0.1872 -0.2439
-0.1361 0.1176 0.5377
-0.5393 -0.0890 0.2941
-0.3521 0.2092 0.0962
0.1685 -0.2176 -0.3884
-0.0225 -0.2741 0.1953
0.1573 0.4216 -0.1037
-0.4493 0.0166 0.3217
0.3713 -0.2605 -0.0708
-0.5744 0.2595 -0.5933
-0.0754 -0.4834 -0.5244
0.2196 0.0216 -0.1406
0.0513 0.2484 -0.0243
-0.0407 0.0535 -0.3003
0.1127 0.0992 -0.1456
-0.0409 0.0898 -0.0394
0.0326 -0.0097 -0.1406
0.0798 0.2406 0.2569
0.6915 0.1951 0.7023
-0.3375 -0.9517 -0.4008
0.3577 0.1561 0.3447